(1)
10
Properties=species:S:1:pos:R:3:forces:R:3:lowdin_charge:R:1 method="wB97M-V/def2-TZVPD" orbital_gap_ev=8.26 relative_energy_kcal_mol=105.7 e_homo_ev=-13.4 total_energy_ev=-25757.8145 total_charge=+1
S 0.319 1.545 0.219 0.13 -1.29 0.01 0.52
S 0.468 -0.496 -0.387 0.93 1.06 -1.27 0.63
N 2.046 -0.900 0.211 -1.71 0.20 0.15 -0.27
N -2.482 -0.317 -0.132 -0.97 -0.92 -3.38 0.06
C -1.461 -0.425 0.584 1.62 0.10 2.59 -0.23
H 2.040 -0.755 1.207 0.40 -0.12 0.58 0.04
H 2.461 -1.809 -0.049 -0.77 0.46 -0.11 0.08
H -3.266 0.063 0.361 -0.77 0.16 0.65 0.13
H 1.514 1.909 -0.258 0.17 -0.08 -0.35 -0.15
H -2.753 -0.585 -1.125 0.98 0.43 1.14 0.19


(2)
174
Properties=species:S:1:pos:R:3:forces:R:3:lowdin_charge:R:1 method="wB97M-V/def2-TZVPD" orbital_gap_ev=3.25 relative_energy_kcal_mol=206.3 e_homo_ev=-5.3 total_energy_ev=-102004.0640 total_charge=+1
S 2.703 1.383 7.878 1.12 2.70 3.05 0.48
F -3.509 -11.010 -0.079 0.24 -0.91 0.44 0.11
F 3.481 -0.545 6.144 0.12 -0.66 0.66 0.12
F 1.360 -0.398 6.429 0.03 -0.26 0.01 0.10
F 2.500 -1.292 8.056 0.61 0.44 -1.37 0.09
F -3.497 -10.131 1.885 1.63 2.13 0.63 0.12
F -4.595 -11.820 1.741 -0.37 -1.23 -1.21 0.11
O 3.878 1.381 8.794 -1.06 -1.14 -1.96 -0.39
O 0.691 -0.060 -1.827 0.39 1.29 -0.49 -0.14
O 2.842 2.364 6.799 -0.17 -1.33 -0.35 -0.39
O -5.115 -8.857 -0.473 1.23 0.29 -0.73 -0.17
O 0.186 -2.145 -1.322 0.26 -0.38 0.69 -0.12
O -6.802 -10.395 0.169 4.67 0.21 0.89 -0.28
O 1.493 1.603 8.683 0.05 -1.11 -1.25 -0.38
N -1.662 8.174 6.339 0.35 -0.45 1.76 -0.15
N 4.949 4.291 -5.595 -1.22 -1.32 0.56 -0.18
N 4.147 -7.835 0.625 0.68 -1.66 -1.46 -0.17
N -5.997 -0.823 -4.495 -0.95 0.41 -0.91 -0.18
C 5.058 -9.051 0.105 -0.36 0.13 0.29 -0.06
C 6.807 -5.053 1.502 0.36 0.50 0.45 -0.10
C 2.538 -0.350 7.068 -0.79 1.56 1.13 -0.63
C -2.227 9.618 6.506 0.13 -1.22 0.26 -0.08
C 2.967 10.033 7.410 0.86 -0.33 -0.25 -0.11
C 1.349 -0.792 0.359 -0.88 0.54 -0.73 -0.05
C 4.993 2.844 -5.041 0.61 -0.85 0.48 -0.04
C -5.548 -9.884 0.557 -4.00 1.33 -0.60 -0.41
C 2.924 -9.286 -0.931 -1.35 -0.51 -0.32 -0.15
C -7.247 -3.077 -4.791 -0.13 -0.80 0.40 -0.20
C -6.521 -0.814 -0.611 0.56 0.35 0.28 -0.08
C 2.134 8.752 7.385 -0.45 0.56 0.04 -0.23
C -8.295 -5.408 -4.798 0.21 0.71 -0.63 -0.09
C 2.357 6.357 -7.601 -1.49 0.73 -1.14 -0.26
C -2.934 8.282 8.461 0.14 -0.96 -0.24 -0.15
C 0.725 9.054 6.776 0.93 -0.47 -0.19 -0.19
C -8.544 -3.928 -5.068 0.57 1.66 0.87 -0.24
C -4.386 -6.775 0.768 0.16 0.29 -0.35 -0.10
C 3.537 -8.356 1.921 0.37 -0.48 0.11 -0.15
C 2.952 -7.328 2.816 -0.42 1.53 0.17 -0.19
C 3.031 -8.863 4.877 0.33 -1.89 0.75 -0.13
C -4.847 -1.332 -5.375 0.84 1.00 2.56 -0.10
C 3.922 5.255 -3.383 -1.29 0.27 -0.21 -0.21
C -4.063 -7.876 -0.222 -0.52 -2.05 -0.27 -0.30
C -0.292 7.978 7.183 0.05 1.49 -1.58 -0.06
C -5.659 -0.960 -3.015 -1.58 0.30 -0.12 -0.10
C 3.705 4.615 -6.469 -0.24 -0.72 0.83 -0.09
C -7.350 -1.560 -4.928 0.79 0.10 0.67 -0.06
C 6.130 -6.386 1.683 -1.85 -0.41 -1.05 -0.21
C -2.147 5.352 3.811 -0.38 -0.19 0.52 -0.09
C 4.910 -6.435 0.672 -0.39 -2.03 1.01 -0.06
C -4.935 -0.497 -6.632 -0.06 -1.23 -0.62 -0.13
C -1.278 6.135 4.805 0.84 0.19 -0.93 -0.22
C 6.481 2.306 -5.296 -1.61 0.17 1.07 -0.12
C 2.278 -7.887 4.112 0.10 2.83 -1.52 -0.25
C 2.067 7.868 -7.742 0.30 -0.44 0.21 -0.08
C 3.053 -7.823 -0.476 1.29 0.24 0.44 -0.08
C -5.786 0.727 -6.329 -0.50 0.36 -0.97 -0.17
C -1.478 7.671 4.849 -0.89 -0.08 1.35 -0.07
C 3.497 6.100 -6.695 1.29 -0.44 1.46 -0.22
C -2.528 9.710 8.045 -0.04 0.30 -1.11 -0.12
C 6.196 4.342 -6.455 -0.35 0.72 0.00 -0.11
C 4.101 -10.182 -0.493 1.30 2.45 0.77 -0.11
C -2.721 7.388 7.222 0.20 0.31 -1.07 -0.09
C -6.007 0.698 -4.857 -0.44 -0.57 0.46 -0.09
C -4.262 -10.741 1.009 -2.87 0.34 -0.94 -0.58
C 4.163 6.067 -2.071 1.72 -0.88 -0.44 -0.06
C -6.893 -0.811 -2.091 -0.81 -1.39 0.20 -0.23
C 5.053 5.182 -4.386 1.34 1.71 0.49 -0.16
C 6.718 2.943 -6.596 0.60 0.35 -1.49 -0.19
C 0.688 -1.030 -1.052 -0.21 -0.45 0.20 -0.82
H -2.344 8.004 4.277 -0.54 -0.20 0.46 0.12
H 3.818 -10.952 0.225 -0.04 0.32 0.10 0.11
H 5.951 4.673 -7.464 -0.01 0.77 0.38 0.14
H 6.810 -7.198 1.425 -0.12 -0.12 0.21 0.10
H -0.686 8.229 4.351 0.39 -0.08 0.68 0.12
H -5.154 -6.207 0.243 -0.42 0.23 0.74 0.07
H -3.615 7.241 6.616 -0.08 0.54 -0.15 0.13
H 1.415 5.908 -7.286 0.16 -0.33 0.70 0.12
H -1.952 4.284 3.917 0.33 0.04 -0.04 0.09
H -2.347 7.861 9.278 0.34 0.40 -0.03 0.11
H -7.585 -5.770 -5.542 -0.40 -0.56 -0.16 0.08
H -3.970 -0.253 -7.077 -0.08 -0.31 0.09 0.13
H -6.760 -3.336 -3.850 -0.33 -0.06 0.33 0.11
H 2.611 7.915 6.874 0.13 0.22 -0.29 0.12
H -5.445 -0.971 -0.537 0.03 0.08 0.44 0.08
H 2.240 -6.754 2.223 -0.87 -0.39 -0.04 0.12
H -4.630 -7.071 1.788 -0.54 -0.33 -0.31 0.07
H -1.982 5.606 2.764 0.00 0.21 0.11 0.08
H -7.533 -1.689 -2.183 0.12 -0.28 -0.50 0.10
H 6.153 2.440 -7.381 0.07 -0.09 -0.13 0.13
H 1.079 8.141 -8.113 0.18 -0.42 -0.62 0.08
H -3.208 5.423 4.052 -0.14 0.35 -0.13 0.07
H 7.215 2.668 -4.576 -0.36 0.25 0.38 0.12
H -8.755 -3.576 -6.079 -0.40 -1.00 -0.45 0.10
H 5.938 4.877 -3.828 0.21 -0.40 -0.23 0.14
H 2.799 4.208 -6.020 0.19 -0.03 0.71 0.14
H -9.277 -5.880 -4.786 0.43 -0.55 -0.25 0.08
H -6.707 0.673 -6.910 -0.34 -0.30 0.36 0.11
H 5.321 6.176 -4.746 -0.15 0.10 -0.18 0.13
H 4.272 -9.011 2.388 0.28 0.44 0.21 0.13
H -5.496 -1.202 -7.246 0.18 0.57 -1.01 0.12
H 2.158 -7.291 -0.152 -0.12 -0.55 0.50 0.14
H -5.440 1.703 -6.671 0.76 -0.16 0.24 0.13
H 3.050 5.714 -3.849 -0.23 -0.46 -0.21 0.10
H 2.873 8.290 -8.342 -0.26 0.50 0.10 0.08
H 4.739 2.776 -3.984 0.06 0.57 -0.07 0.12
H 5.781 -6.474 2.712 -0.03 -0.39 -0.15 0.10
H 0.059 6.971 6.955 -0.04 0.12 -0.23 0.13
H 2.266 -7.047 4.807 -0.84 0.47 -0.40 0.12
H -7.795 -5.572 -3.843 -0.28 0.18 0.18 0.09
H 5.249 -6.247 -0.347 0.02 -0.22 0.02 0.12
H 7.823 -5.191 1.133 -0.16 0.31 -0.26 0.08
H -5.756 -9.112 1.297 0.41 -0.57 1.60 0.10
H 6.882 -4.558 2.470 0.07 0.15 -0.12 0.08
H 3.306 6.351 -1.460 -0.22 -0.49 -0.47 0.08
H -9.436 -3.651 -4.506 0.22 0.50 0.38 0.10
H 0.868 -1.424 1.106 0.66 -0.36 0.00 0.05
H 3.420 -7.157 -1.257 0.35 -0.32 -0.18 0.12
H 3.592 -6.463 2.989 0.84 -0.51 0.73 0.10
H -3.947 8.110 8.824 -0.20 0.59 -0.30 0.12
H -3.993 -1.128 -4.729 0.42 0.48 -0.30 0.14
H 3.915 9.882 7.927 0.02 -0.23 0.04 0.08
H 4.822 5.409 -1.504 -0.13 0.17 0.62 0.08
H 1.159 0.236 0.666 -0.23 0.15 -0.12 0.04
H -2.427 6.361 7.438 0.64 0.31 0.11 0.13
H -6.598 -3.533 -5.538 0.40 0.50 -0.20 0.11
H -6.793 0.125 -0.130 0.29 0.06 -0.04 0.08
H -8.092 -1.124 -4.259 -0.07 -0.15 -0.22 0.12
H -7.622 -0.020 -2.271 0.63 0.55 -0.56 0.11
H 1.268 -8.175 3.819 -0.01 -0.23 0.46 0.13
H -7.596 -1.331 -5.965 0.29 0.51 0.08 0.13
H -3.127 -8.392 -0.008 0.21 -0.10 0.42 0.09
H -1.295 5.647 5.779 -0.23 0.27 0.02 0.10
H 2.718 -9.044 1.706 0.02 -0.04 -0.70 0.14
H 3.256 10.344 6.406 -0.25 0.24 -0.08 0.07
H 4.760 6.970 -2.199 -0.12 0.15 -0.44 0.07
H 3.733 4.208 -3.145 -0.71 0.22 0.39 0.11
H 2.747 -9.254 -2.006 0.15 -0.28 0.00 0.12
H 2.042 -9.759 -0.500 -0.26 0.35 -0.12 0.12
H 2.030 8.308 -6.745 0.51 0.11 0.11 0.07
H 0.777 9.160 5.692 0.39 -0.66 -0.30 0.10
H 6.202 -4.411 0.861 0.37 0.19 -0.13 0.08
H -1.657 10.080 8.586 0.07 -0.22 -0.06 0.11
H 6.844 5.008 -5.886 0.39 -0.02 -0.59 0.14
H 4.461 6.550 -6.930 -0.04 0.19 -1.03 0.13
H 5.728 -9.330 0.919 -0.34 -0.12 0.12 0.11
H 3.065 -9.806 4.331 0.35 -0.35 0.38 0.08
H -3.903 -7.464 -1.218 -0.05 0.37 -0.01 0.10
H 4.050 -5.793 0.864 0.51 0.54 0.35 0.13
H -4.802 -2.421 -5.384 -0.66 0.13 -0.65 0.13
H -3.540 -6.106 0.921 0.30 0.08 -0.37 0.06
H 2.495 10.853 7.951 -0.31 -0.05 -0.19 0.07
H 4.189 2.273 -5.506 0.43 -0.15 -0.52 0.14
H -0.368 8.040 8.269 -1.02 -0.04 -0.18 0.13
H 7.740 3.081 -6.949 0.18 -0.56 0.13 0.14
H 4.664 -10.678 -1.284 -0.27 0.17 -0.15 0.11
H 3.337 6.584 -5.731 -0.50 -0.15 0.17 0.10
H -5.204 -1.946 -2.918 0.09 0.21 0.39 0.14
H -6.898 1.254 -4.564 -0.29 -0.65 0.26 0.14
H -3.126 9.632 5.890 -0.29 -0.24 0.29 0.12
H -7.014 -1.593 -0.029 0.04 -0.09 -0.27 0.08
H 2.511 5.854 -8.556 0.25 0.33 -0.34 0.12
H 4.024 -8.537 5.185 0.12 0.04 -0.32 0.09
H -4.980 -0.139 -2.787 0.37 -0.42 -0.10 0.13
H 3.760 4.004 -7.370 0.62 0.27 -0.24 0.14
H -5.191 1.160 -4.301 0.19 -0.30 -0.10 0.13
H 2.435 -0.806 0.269 0.04 -0.70 0.22 0.05
H 2.106 8.416 8.421 -0.66 -0.10 0.13 0.11
H 2.478 -8.994 5.807 0.10 -0.50 0.04 0.09
H 0.512 10.103 6.986 -0.72 -0.18 0.98 0.10
H 6.530 1.220 -5.224 -0.22 0.06 -0.35 0.13
H -1.610 10.381 6.030 0.51 -0.23 0.51 0.12
H -3.300 10.465 8.198 -0.12 -0.20 0.03 0.12
H 5.727 -8.698 -0.680 -0.38 0.42 -0.16 0.12
H -0.251 6.012 4.463 0.15 -0.23 0.16 0.11


(3)
20
Properties=species:S:1:pos:R:3:forces:R:3:lowdin_charge:R:1 method="wB97M-V/def2-TZVPD" orbital_gap_ev=9.96 relative_energy_kcal_mol=62.1 e_homo_ev=-9.1 total_energy_ev=-10300.5783 total_charge=0
N -1.132 0.634 0.986 1.03 -1.26 -1.17 0.07
N 1.663 0.893 1.552 -0.64 -0.84 -0.17 -0.02
N 0.346 -0.054 -2.958 0.37 0.37 0.43 0.06
N -1.113 1.322 -1.740 -1.00 0.74 0.74 0.06
C -0.122 0.412 -1.869 2.30 -1.75 0.98 -0.41
C -1.012 -1.767 0.529 -0.12 0.26 -0.58 -0.06
C -0.409 -0.400 0.678 0.75 0.68 4.37 -0.46
C 1.203 -0.441 1.328 -2.22 0.39 -0.90 -0.21
H -1.601 1.264 -0.839 0.30 0.37 -0.20 0.05
H -0.856 -2.347 1.443 0.22 0.10 -0.06 0.08
H -0.119 0.393 -3.760 -0.06 -0.26 0.23 0.04
H -2.092 -1.704 0.381 0.13 0.05 -0.17 0.08
H -0.941 2.259 -2.085 -0.13 -0.33 0.00 0.10
H 1.898 1.093 2.520 0.38 0.56 -1.04 0.09
H 1.034 -0.952 2.277 -0.01 0.04 -0.02 0.10
H -0.538 -2.283 -0.308 -0.12 -0.19 0.05 0.08
H 2.005 1.335 0.704 0.46 0.30 1.11 0.09
H 0.400 -0.020 -0.770 -1.42 1.11 -3.60 0.13
H 1.884 -1.061 0.744 -0.17 -0.03 -0.32 0.10
H -0.500 1.424 1.187 -0.04 -0.31 0.30 0.05